No. 1
{"formula": "C36H73BF3IN6O11P2S2", "method": "ωB97M-V/def2-TZVPD", "relative_energy_kcal_mol": 0.0, "max_force_ev_per_a": 2.92, "gap_ev": 7.4, "spin_multiplicity": 1, "elements": ["H", "P", "C", "H", "H", "C", "H", "H", "H", "H", "H", "H", "N", "H", "C", "H", "C", "O", "C", "P", "H", "C", "H", "N", "H", "H", "C", "H", "F", "H", "H", "F", "C", "C", "N", "H", "H", "H", "H", "C", "C", "C", "H", "H", "H", "C", "H", "H", "C", "N", "H", "H", "S", "H", "H", "B", "C", "H", "H", "H", "H", "C", "N", "H", "H", "H", "H", "N", "H", "H", "H", "H", "O", "C", "C", "H", "C", "H", "F", "H", "C", "C", "C", "C", "O", "H", "O", "O", "H", "H", "I", "H", "C", "C", "C", "H", "H", "C", "C", "O", "H", "H", "C", "H", "H", "C", "H", "H", "C", "S", "C", "H", "H", "H", "H", "H", "O", "H", "C", "O", "H", "O", "H", "C", "H", "H", "H", "H", "C", "C", "H", "H", "H", "O", "O"], "xyz": [[-0.300, -1.473, 10.703], [2.029, -0.348, 0.405], [4.724, -1.638, 4.242], [1.224, 1.582, -0.148], [-3.208, -3.816, -5.829], [-6.024, -0.048, -4.527], [6.011, 1.775, 7.511], [7.363, -3.728, 2.426], [-1.930, -2.987, -6.706], [-0.818, 6.486, -3.661], [0.888, -4.722, -4.895], [-3.835, 5.744, -5.436], [3.691, 0.116, 0.312], [-1.624, -3.576, 0.586], [-0.301, -1.767, 1.852], [-2.334, 0.739, 8.426], [-0.550, -3.790, 0.660], [1.291, 0.744, -0.637], [-3.238, 0.081, -0.038], [-0.029, -4.078, -1.143], [0.229, -5.253, -6.454], [8.348, 3.785, 5.936], [-5.237, -1.480, -5.949], [-4.677, -0.113, -3.928], [1.064, -2.837, 3.779], [-0.013, -2.436, -2.518], [4.324, -2.451, 3.195], [0.712, -5.931, 3.069], [0.237, 0.051, 6.020], [-1.533, -5.233, -4.662], [5.968, 3.522, 7.341], [0.036, 2.112, 3.693], [-2.073, 1.192, 9.387], [-3.728, 0.864, -4.522], [0.073, -5.162, 2.862], [-1.138, -4.559, -1.879], [-2.014, -1.096, 10.952], [-3.048, -1.958, 0.564], [-2.111, 7.244, -4.611], [-1.514, 6.336, -4.488], [0.747, -0.991, 2.730], [-1.114, -0.881, 0.857], [-3.685, -0.051, -6.534], [-0.599, 0.982, 10.938], [9.030, 3.920, 6.778], [-1.857, 3.290, -9.290], [8.104, 1.663, 6.174], [-2.587, 5.405, -2.103], [-2.205, -3.939, -6.242], [0.533, -2.715, -1.712], [8.936, 3.700, 5.022], [1.047, -5.003, -1.162], [-3.699, -0.837, -1.561], [-0.939, 6.204, -5.407], [0.021, 0.170, 8.300], [-0.315, -5.175, 1.430], [-6.226, -1.125, -5.643], [-1.620, 3.413, -10.348], [8.049, -2.126, 4.289], [-2.441, 0.758, -0.362], [-2.719, 0.536, -4.229], [7.475, 2.554, 6.126], [-0.082, -0.308, 3.765], [-2.926, 1.578, -6.406], [-2.516, 4.107, -8.983], [0.028, 2.423, -8.727], [-1.802, 4.230, -4.168], [1.391, 0.102, 1.983], [-6.757, -0.287, -3.751], [-0.818, -1.187, -0.160], [-2.944, 1.139, 10.044], [3.771, 1.098, 0.042], [-0.478, -6.378, 0.774], [-3.758, 0.934, -6.063], [-3.232, 5.293, -2.976], [6.297, -0.835, 5.429], [6.045, -1.516, 4.622], [-3.874, 4.423, -2.826], [-1.252, -2.357, 2.688], [3.991, -1.036, 4.772], [1.698, -1.987, 3.481], [-0.645, 0.968, 3.515], [0.190, -4.469, -5.695], [-4.719, 0.209, -2.529], [0.249, 0.601, 9.132], [-1.844, 2.241, 9.194], [2.765, -3.392, 1.784], [-1.223, -3.293, -4.138], [-3.063, -0.859, 1.929], [-3.891, 6.165, -3.033], [2.900, 1.050, 3.012], [-0.746, -5.382, 3.430], [6.650, -3.103, 2.955], [-1.218, -4.305, -5.144], [7.014, -2.244, 3.978], [4.044, -0.406, -0.490], [-0.053, -7.053, 1.316], [-0.873, 0.489, 10.004], [0.193, 4.562, -8.594], [0.291, -2.776, 1.131], [0.541, -3.534, -6.142], [-6.763, -0.655, -6.471], [5.332, -3.177, 2.579], [-3.863, 1.886, -4.132], [-0.947, -2.466, -4.550], [-2.411, 5.133, -4.242], [1.089, 4.540, -7.973], [-0.867, 0.184, 0.908], [-0.215, -0.814, 5.044], [-5.627, 1.431, -1.928], [-1.170, -0.980, 10.269], [-6.767, -1.976, -5.223], [7.733, 4.684, 5.840], [-6.240, 0.960, -4.904], [0.491, 4.723, -9.632], [7.269, 2.761, 8.276], [-1.807, 1.090, 3.244], [-0.403, 5.419, -8.267], [2.877, -2.631, 2.717], [-3.290, 4.954, -5.358], [-2.237, -4.707, -7.017], [6.618, 2.395, 4.995], [-4.082, 0.616, 0.398], [-0.596, 3.271, -8.439], [-2.418, 2.363, -9.163], [6.057, 3.176, 4.938], [-1.498, 3.827, -6.799], [-4.691, 1.440, -6.342], [-2.646, -1.005, 0.930], [6.638, 2.660, 7.392], [-1.402, -1.501, 9.336], [2.177, -1.532, 4.355], [5.057, -3.857, 1.776], [-0.674, -1.848, 5.421], [-0.944, 3.083, -7.070]]}



No. 2
{"formula": "C2HFIN", "method": "ωB97M-V/def2-TZVPD", "relative_energy_kcal_mol": 52.8, "max_force_ev_per_a": 4.63, "gap_ev": 9.5, "spin_multiplicity": 1, "elements": ["H", "I", "C", "C", "N", "F"], "xyz": [[0.005, 0.485, 0.170], [2.993, 0.090, 0.167], [1.139, -0.578, -0.495], [0.713, -1.661, 0.290], [0.218, -2.574, 0.785], [1.136, -0.729, -1.824]]}



No. 3
{"formula": "C40H42BBrF4LiN4O3P", "method": "ωB97M-V/def2-TZVPD", "relative_energy_kcal_mol": 4.4, "max_force_ev_per_a": 0.45, "gap_ev": 6.9, "spin_multiplicity": 1, "elements": ["C", "H", "C", "H", "C", "H", "C", "H", "C", "C", "H", "C", "C", "C", "H", "H", "O", "N", "C", "C", "O", "C", "C", "C", "C", "C", "C", "B", "C", "H", "H", "N", "P", "H", "H", "H", "H", "H", "H", "C", "H", "C", "F", "F", "H", "Br", "C", "H", "H", "C", "H", "C", "C", "C", "N", "C", "C", "H", "H", "C", "H", "C", "H", "H", "H", "C", "C", "H", "C", "H", "C", "N", "C", "H", "H", "C", "H", "F", "Li", "H", "H", "F", "H", "H", "H", "C", "C", "C", "O", "H", "H", "H", "H", "H", "C", "H", "C"], "xyz": [[-2.073, -4.107, 4.057], [-3.035, 0.368, -5.018], [-0.278, -2.294, 2.963], [0.255, 1.269, 0.098], [-1.696, 0.705, 4.353], [2.121, 0.675, 2.654], [-0.709, -4.335, 4.155], [-3.986, -2.250, 0.449], [-1.072, 0.843, -4.554], [-6.003, -1.721, 0.967], [-1.816, -1.652, -4.605], [-4.049, -0.720, 1.958], [-1.313, 3.074, 4.496], [-6.816, -0.920, 1.762], [-7.892, -0.999, 1.687], [-2.775, -4.814, 4.477], [0.648, 0.277, 1.286], [-2.430, 0.306, -4.202], [2.937, 3.046, 1.902], [3.580, -0.687, -1.140], [0.280, 2.149, -0.414], [-1.467, 3.184, 3.119], [-0.166, 0.617, -3.318], [-2.017, 1.110, -1.920], [0.185, -3.426, 3.609], [-1.742, 2.057, 2.363], [1.864, 0.777, 1.581], [-0.977, -3.868, -0.606], [1.387, 4.209, -0.058], [-1.349, 4.142, 2.632], [3.857, 0.450, 0.933], [2.632, -0.537, -0.296], [-2.239, -0.615, 1.957], [-1.759, -0.264, 4.835], [0.601, -0.123, -3.537], [-1.301, 1.748, 6.182], [-3.979, 0.652, -2.838], [-1.210, 1.894, -4.806], [3.849, 4.979, 2.138], [-1.851, 0.813, 2.978], [-4.427, 0.777, 3.449], [6.743, -1.190, -2.758], [-0.751, -4.158, -1.957], [-0.102, -2.770, -0.268], [-3.611, -2.826, 3.315], [1.880, -2.483, -2.589], [-4.865, 0.074, 2.752], [0.330, 1.546, -3.036], [-1.821, 2.135, 1.288], [7.922, -0.465, -2.666], [0.762, 4.645, -0.825], [-6.247, -0.025, 2.652], [-2.318, -1.138, -3.786], [2.005, 2.261, 1.239], [-0.959, 0.155, -2.199], [2.335, 4.966, 0.612], [-3.029, 1.123, -3.090], [-0.726, -1.900, -2.533], [8.888, 1.415, -3.035], [5.596, -0.609, -3.292], [8.803, -0.927, -2.241], [-1.520, -1.161, -2.468], [-0.343, -5.223, 4.650], [-2.510, 0.812, -0.997], [-3.218, 2.116, -3.497], [3.426, -1.404, -2.402], [5.654, 0.707, -3.739], [6.703, -2.212, -2.406], [-4.625, -1.622, 1.059], [-2.150, -1.443, -1.628], [6.832, 1.433, -3.647], [2.939, 0.008, 0.889], [7.969, 0.848, -3.110], [4.155, -1.967, -4.277], [-0.737, 0.302, -5.438], [-1.431, 1.837, 5.111], [4.578, -0.288, -0.946], [-0.700, -4.934, 0.210], [0.035, -1.037, 0.205], [-6.445, -2.430, 0.280], [3.528, 2.590, 2.690], [-2.298, -3.430, -0.445], [1.250, -3.601, 3.675], [-6.877, 0.599, 3.272], [0.422, -1.576, 2.552], [-1.649, -2.068, 2.843], [3.117, 4.390, 1.602], [1.216, 2.862, 0.251], [-1.805, -0.512, 0.522], [2.457, 6.012, 0.363], [-3.331, -1.525, -3.688], [4.762, 1.167, -4.146], [-1.566, 2.089, -1.771], [6.859, 2.459, -3.989], [4.332, -1.388, -3.380], [-1.088, 3.952, 5.086], [-2.543, -2.980, 3.400]]}



No. 4
{"formula": "C16H22N4OS2", "method": "ωB97M-V/def2-TZVPD", "relative_energy_kcal_mol": 44.0, "max_force_ev_per_a": 1.79, "gap_ev": 8.3, "spin_multiplicity": 1, "elements": ["H", "C", "C", "C", "H", "S", "H", "C", "C", "H", "C", "C", "S", "N", "H", "C", "N", "C", "H", "C", "H", "H", "H", "H", "H", "H", "H", "H", "C", "H", "H", "H", "H", "H", "C", "H", "N", "N", "C", "H", "C", "C", "O", "H", "C"], "xyz": [[-3.440, -5.674, 1.306], [0.729, -1.478, 2.060], [-2.596, -5.612, 0.621], [-1.278, -5.756, 1.382], [0.854, 6.195, -4.455], [-0.375, -2.215, 3.231], [-1.756, -4.659, 3.122], [2.724, 1.578, 0.493], [0.009, 4.883, -3.053], [-2.026, -7.183, 2.822], [0.484, 6.046, -3.456], [1.527, 2.065, -0.152], [1.439, 0.063, 2.396], [0.930, -2.194, 1.015], [-2.647, 2.480, -1.035], [0.353, 1.326, -0.482], [0.055, 3.436, -1.099], [-0.529, 4.623, -1.673], [0.514, 6.904, -2.803], [-1.892, 1.924, -1.594], [2.378, 4.985, -1.442], [3.625, -0.131, 1.433], [-0.008, 4.030, -3.717], [0.187, 0.280, -0.322], [-1.255, -7.911, 1.412], [-2.629, -4.654, 0.109], [1.719, 5.335, 0.160], [-1.612, 4.483, -1.726], [-1.201, -7.089, 2.119], [2.321, -0.553, 0.277], [-0.324, 5.479, -1.024], [3.120, 4.262, -0.004], [-1.974, 2.197, -2.646], [-2.110, 0.864, -1.497], [-0.526, 2.187, -1.067], [-0.266, -7.163, 2.668], [0.280, -3.357, 1.011], [-1.118, -4.681, 2.342], [2.653, 0.157, 1.032], [-0.442, -5.662, 0.683], [2.180, 4.562, -0.457], [1.299, 3.375, -0.565], [3.749, 2.220, 0.629], [-2.690, -6.403, -0.117], [-0.434, -3.562, 2.065]]}